Computed, not measured: a cluster of 5 separate species, C20H54BFO16P4 in total in a non-equilibrium geometry, with ωB97M-V/def2-TZVPD.

Output
Orbital gap: 9.2 eV
E_HOMO: -9.778 eV

Geometry as ORCA input:
```
! wB97M-V def2-TZVPD RIJCOSX def2/J DEFGRID3
* xyz 0 1
P -3.603 -2.923 -1.261
P -8.245 4.555 2.824
P 8.165 -4.588 -3.852
P -1.767 4.024 -0.179
F 3.482 -2.562 0.380
O 8.162 -5.981 -3.396
O 7.655 -4.438 -5.347
O -0.879 2.817 -0.807
O -8.155 4.557 4.453
O -0.657 4.055 0.999
O 9.391 -3.740 -3.334
O 7.070 -3.667 -3.155
O -6.759 3.989 2.648
O -4.345 -4.120 -0.549
O -2.121 -2.533 -0.849
O -3.819 -2.859 -2.710
O -8.231 5.194 1.337
O -9.363 3.573 2.674
O -4.358 -1.792 -0.433
O -1.648 5.337 -0.860
O -3.095 3.379 -0.885
C 2.984 0.312 1.794
C 5.127 -0.006 0.377
C -4.344 4.076 -0.698
C 0.096 0.434 3.744
C -3.836 -5.453 -0.736
C 10.688 -3.984 -3.908
C -0.912 4.874 2.157
C -1.021 -3.283 -1.401
C -6.329 2.901 3.472
C -4.104 -0.428 -0.760
C 5.619 -3.653 0.644
C -9.251 6.143 0.982
C 1.680 1.147 1.872
C 0.430 0.338 2.249
C 8.343 -5.157 -6.389
C -9.333 4.870 5.212
C 3.679 0.530 0.449
C 4.635 -2.597 1.187
C 5.697 -4.044 -3.234
C -1.042 2.402 -2.159
B 5.400 -1.241 1.292
H 10.673 -3.851 -4.990
H -5.540 2.390 2.924
H 5.890 -4.369 1.417
H -0.927 0.097 3.920
H 3.048 0.141 -0.350
H -10.224 5.653 0.977
H 1.496 1.577 0.884
H -4.334 5.009 -1.259
H -5.930 3.273 4.414
H -9.016 5.016 6.241
H -4.430 -6.108 -0.107
H -0.132 -2.997 -0.846
H -3.233 -0.074 -0.207
H -3.941 -5.751 -1.779
H -2.792 -5.525 -0.427
H -7.151 2.212 3.660
H -4.974 0.148 -0.452
H -0.422 0.781 1.728
H 0.112 1.485 4.040
H 9.421 -5.007 -6.335
H 4.341 -2.917 2.191
H -5.137 3.439 -1.080
H 11.026 -4.990 -3.657
H 5.183 -4.176 -0.203
H 1.790 1.992 2.553
H 7.980 -4.768 -7.336
H -1.827 1.651 -2.238
H -0.898 -3.031 -2.453
H -1.853 4.610 2.639
H -0.102 4.686 2.857
H 8.115 -6.219 -6.314
H -0.919 5.927 1.874
H -1.175 -4.356 -1.295
H 5.842 0.794 0.568
H 0.528 -0.706 1.947
H -1.274 3.251 -2.803
H 5.195 -3.610 -2.373
H 0.787 -0.136 4.363
H 5.325 -0.341 -0.651
H 11.364 -3.252 -3.478
H 2.705 -0.734 1.923
H -10.032 4.039 5.149
H 6.277 -1.214 2.107
H -3.950 -0.298 -1.832
H 6.561 -3.209 0.309
H -9.012 6.498 -0.017
H 5.582 -5.129 -3.208
H -4.539 4.276 0.355
H 3.718 1.612 0.296
H -0.095 1.963 -2.465
H 3.634 0.654 2.604
H -9.262 6.997 1.659
H 5.251 -3.643 -4.145
H -9.813 5.781 4.858
*
```

---

Computed, not measured: a cluster of 2 separate species, C3H10NO in total in a non-equilibrium geometry, with ωB97M-V/def2-TZVPD.

Output
Energy relative to the best compared isomer or geometry (same formula, charge and spin): 157.2 kcal per mole
Orbital gap: 5.0 eV
E_HOMO: -15.164 eV

Geometry as ORCA input:
```
! wB97M-V def2-TZVPD RIJCOSX def2/J DEFGRID3
* xyz 1 1
O 2.510 1.057 -1.682
N -0.032 -0.957 -0.163
C 1.420 0.091 -1.780
C 1.160 -0.175 -0.311
C -2.662 0.193 2.342
H -3.296 -0.574 1.698
H -2.447 -0.442 3.235
H 3.031 1.299 -2.522
H 2.081 -0.693 0.041
H -1.831 0.457 1.656
H 1.638 -0.842 -2.298
H 1.034 0.824 0.061
H 0.571 0.543 -2.285
H -3.317 1.013 2.634
H 0.140 -1.794 -0.624
*
```

---

Computed, not measured: the molecule H3PS2 in a non-equilibrium geometry, with ωB97M-V/def2-TZVPD.

Output
Energy relative to the best compared isomer or geometry (same formula, charge and spin): 15.7 kcal per mole
Orbital gap: 9.3 eV
E_HOMO: -8.876 eV

Geometry as ORCA input:
```
! wB97M-V def2-TZVPD RIJCOSX def2/J DEFGRID3
* xyz 0 1
S -1.766 0.495 0.294
S 1.341 0.824 0.249
P -0.120 -0.523 0.004
H 0.322 1.636 -0.210
H 0.216 -1.337 0.930
H 0.007 -1.096 -1.266
*
```

---

Computed, not measured: a structure of composition C18H8Cl5N3O6PtSe, with ωB97M-V/def2-TZVPD.

Output
Energy relative to the best compared isomer or geometry (same formula, charge and spin): 1.0 kcal per mole
⟨S²⟩: 2.03
Orbital gap (alpha / beta): 4.5 / 7.0 eV
E_HOMO (alpha / beta): -0.618 / -3.195 eV

Geometry as ORCA input:
```
! wB97M-V def2-TZVPD RIJCOSX def2/J DEFGRID3
* xyz -2 3
Pt 0.285 0.124 -0.208
Se 0.634 2.521 0.299
Cl 2.596 -2.100 1.199
Cl 4.747 1.385 -3.488
Cl 6.712 -0.342 -1.781
Cl 1.720 1.367 -2.860
Cl 5.594 -2.125 0.515
O -0.046 -1.834 -0.688
O -1.568 -3.296 -1.410
O -1.520 -1.275 2.555
O 2.294 1.213 2.291
O -5.890 1.097 -3.165
O -5.298 -0.900 -3.840
N -0.906 3.957 -1.849
N 0.376 -0.063 2.028
N -5.130 0.101 -3.109
C -0.347 3.359 -1.032
C 0.053 -0.702 4.299
C -2.023 0.109 -0.299
C 1.429 0.479 2.727
C 5.023 -0.295 -1.387
C -3.241 -1.026 -2.064
C 2.803 0.532 -1.784
C -2.857 1.247 -0.460
C -1.264 -2.166 -1.080
C -3.858 1.255 -1.385
C 2.286 -0.137 -0.678
C 1.373 0.045 4.187
C 3.163 -1.005 -0.022
C 4.518 -1.073 -0.351
C 4.152 0.488 -2.131
C -4.077 0.108 -2.191
C -0.479 -0.730 2.869
C -2.237 -1.022 -1.142
H -2.695 2.116 0.165
H -4.494 2.116 -1.518
H -0.686 -0.199 4.925
H 0.145 -1.728 4.655
H 1.457 0.924 4.826
H 2.244 -0.586 4.372
H -1.602 -0.050 0.705
H -3.386 -1.888 -2.697
*
```

---

Computed, not measured: the molecule C6H12O, with ωB97M-V/def2-TZVPD.

Output
Energy relative to the best compared isomer or geometry (same formula, charge and spin): 29.6 kcal per mole
Orbital gap: 10.5 eV
E_HOMO: -9.557 eV

Geometry as ORCA input:
```
! wB97M-V def2-TZVPD RIJCOSX def2/J DEFGRID3
* xyz 0 1
O -0.236 -1.341 -2.061
C -0.058 0.678 -0.526
C 0.209 0.890 1.944
C 0.929 0.784 -1.669
C -0.343 0.039 -1.864
C -0.534 -1.319 1.027
C 0.312 -0.072 0.756
H -0.413 -2.054 0.228
H -0.836 1.188 2.098
H -1.111 0.520 -2.472
H -0.221 -1.794 1.965
H 1.357 -0.397 0.671
H 1.084 1.728 -2.183
H -0.651 1.575 -0.346
H 0.560 0.418 2.868
H -1.597 -1.065 1.121
H 1.814 0.159 -1.583
H -1.062 -1.736 -1.753
H 0.796 1.800 1.778
*
```

---

Computed, not measured: a cluster of 2 separate species, CHBrF2OS in total in a non-equilibrium geometry, with ωB97M-V/def2-TZVPD.

Output
Energy relative to the best compared isomer or geometry (same formula, charge and spin): 69.3 kcal per mole
Orbital gap (alpha / beta): 6.2 / 9.0 eV
E_HOMO (alpha / beta): -9.883 / -10.868 eV

Geometry as ORCA input:
```
! wB97M-V def2-TZVPD RIJCOSX def2/J DEFGRID3
* xyz 0 1
Br 3.681 0.873 -0.556
S 0.610 -0.907 -0.253
F -0.329 0.846 1.387
F -1.965 -0.425 0.846
O 0.322 -1.588 -1.454
C -0.899 0.215 0.329
H -1.421 0.986 -0.299
*
```